Entry 1:
Molecular formula: C5H13N3O
Method: DFT, ωB97M-V/def2-TZVPD

```
22
Properties=species:S:1:pos:R:3:mulliken_charge:R:1
C -1.664 1.112 0.836 -0.86
N -0.283 0.669 0.869 0.42
N 0.365 1.101 2.052 -0.85
C 0.603 1.127 -0.450 0.05
O 1.735 1.523 -0.180 -0.71
H 0.326 0.349 2.736 0.26
H 1.341 1.268 1.793 0.27
H -0.073 1.694 -1.123 0.40
H -2.189 0.775 1.732 0.29
H -1.709 2.206 0.789 0.34
H -2.148 0.683 -0.039 0.29
C 0.641 -1.822 0.880 -0.91
C -0.218 -0.539 -2.452 -1.42
C 0.530 -0.551 -1.136 0.22
N -0.145 -1.059 -0.057 -0.15
H 1.593 -0.794 -1.220 0.39
H 0.793 -2.817 0.447 0.34
H 1.632 -1.388 1.073 0.35
H 0.095 -1.938 1.818 0.28
H -0.214 -1.526 -2.921 0.37
H -1.257 -0.242 -2.304 0.27
H 0.246 0.169 -3.144 0.36
```

Calculated values
largest force on an atom: 1.20 eV/Å
HOMO (spin up / spin down): -7.63 / -7.64 eV
gap between HOMO and LUMO (spin up / spin down): 7.47 / 7.47 eV
ΔE to the lowest compared entry with this formula, charge and spin: 546.34 kJ/mol

***

Entry 2:
Molecular formula: C31H28CsN9O2S2
Method: DFT, ωB97M-V/def2-TZVPD

```
73
Properties=species:S:1:pos:R:3:mulliken_charge:R:1
Cs -1.996 1.925 0.036 0.90
C 3.681 -6.610 2.187 -0.86
C 3.962 -6.146 0.759 -0.49
N 2.776 -5.785 0.016 -0.24
C 2.079 -4.609 0.307 0.18
S 0.444 -4.532 -0.235 -0.56
N 2.749 -3.717 0.978 -0.60
N 2.154 -2.474 1.086 -0.46
C 1.807 -2.090 2.250 0.18
C 1.885 -2.983 3.456 -1.69
C 1.272 -0.705 2.403 1.00
C 0.305 -0.418 3.367 -0.89
C -0.179 0.879 3.482 -0.37
C 0.327 1.864 2.649 -0.69
C 1.281 1.477 1.715 -0.21
N 1.746 0.236 1.579 -0.35
H 4.610 -6.834 2.720 0.34
H 3.061 -7.510 2.188 0.28
H 3.149 -5.828 2.728 0.11
H 4.480 -6.935 0.204 0.41
H 4.617 -5.276 0.781 0.26
H 2.142 -6.531 -0.220 0.22
H 2.777 -3.604 3.375 0.34
H 1.025 -3.659 3.479 0.30
H 1.912 -2.409 4.382 0.48
H -0.079 -1.209 3.998 0.38
H -0.952 1.123 4.201 0.45
H -0.026 2.889 2.657 0.54
H 1.672 2.220 1.026 0.42
N 1.470 -1.379 -1.450 0.56
C 0.385 -0.617 -1.321 -0.36
N -0.297 -0.056 -2.266 -0.21
C 0.101 -0.287 -3.579 0.23
N -0.594 0.125 -4.584 -0.58
N -1.717 0.849 -4.220 -0.44
C -2.690 0.150 -3.813 -0.38
C -3.824 0.751 -3.083 0.73
C -4.447 -0.055 -2.131 -0.42
C -5.332 0.524 -1.235 -0.44
C -5.578 1.883 -1.330 -0.26
C -4.957 2.588 -2.356 -0.12
N -4.104 2.049 -3.218 -0.48
C 1.337 -1.059 -3.811 0.55
C 1.863 -1.280 -5.084 -0.35
C 2.986 -2.064 -5.251 -0.61
C 3.598 -2.653 -4.140 -0.46
C 3.102 -2.442 -2.872 -0.55
C 1.977 -1.630 -2.707 0.29
H 1.852 -1.800 -0.584 0.14
H 0.058 -0.491 -0.295 0.32
H -2.619 -0.941 -3.786 0.36
H -4.183 -1.103 -2.062 0.31
H -5.789 -0.069 -0.452 0.36
H -6.199 2.403 -0.616 0.29
H -5.134 3.653 -2.459 0.37
H 1.360 -0.825 -5.927 0.47
H 3.389 -2.232 -6.242 0.37
H 4.467 -3.285 -4.273 0.39
H 3.549 -2.902 -1.999 0.43
O -3.640 4.220 0.626 -0.72
C -2.932 4.320 1.661 -0.22
O -2.695 3.389 2.474 -0.68
C -2.278 5.655 1.943 0.30
C -2.997 6.607 2.653 -0.37
C -2.452 7.846 2.968 -0.55
C -1.155 8.122 2.551 -0.40
C -0.435 7.178 1.836 -0.60
C -0.963 5.918 1.506 0.48
S -0.003 4.769 0.590 -0.47
H -4.009 6.365 2.965 0.38
H -3.027 8.577 3.526 0.34
H -0.700 9.080 2.782 0.32
H 0.575 7.398 1.509 0.32
```

Calculated values
charge: -2
largest force on an atom: 0.29 eV/Å
HOMO: -1.39 eV
gap between HOMO and LUMO: 4.98 eV
ΔE to the lowest compared entry with this formula, charge and spin: 32.91 kJ/mol

***

Entry 3:
Molecular formula: CHNO4
Method: DFT, ωB97M-V/def2-TZVPD

```
7
Properties=species:S:1:pos:R:3:mulliken_charge:R:1
C 0.089 0.304 -0.280 0.78
N 0.151 1.631 1.370 0.17
O 0.317 1.061 -1.130 -0.37
O -0.431 2.573 1.068 -0.13
O -0.181 -2.078 -0.916 -0.42
O -0.146 -0.709 0.270 -0.34
H 0.200 -2.781 -0.383 0.31
```

Calculated values
largest force on an atom: 3.61 eV/Å
HOMO (spin up / spin down): -9.69 / -10.43 eV
gap between HOMO and LUMO (spin up / spin down): 8.41 / 9.60 eV
ΔE to the lowest compared entry with this formula, charge and spin: 336.00 kJ/mol

***

Entry 4:
Molecular formula: C14H15P
Method: DFT, ωB97M-V/def2-TZVPD

```
30
Properties=species:S:1:pos:R:3:mulliken_charge:R:1
C 4.669 0.858 -0.246 -0.60
C 4.373 -0.125 0.730 -0.64
C 3.744 1.119 -1.208 -0.57
C 3.274 -0.970 0.599 -0.14
C 2.554 0.443 -1.260 -0.42
C 2.366 -0.643 -0.409 0.58
C -3.997 -1.082 -0.144 -0.39
C -3.437 -0.916 -1.531 -0.55
C -1.163 1.909 -0.172 -0.27
C -1.668 1.636 1.212 -0.45
C 0.387 -1.991 1.128 -0.73
C -2.971 -0.088 -0.358 0.22
C -2.201 0.887 0.068 0.04
C 0.391 -0.608 0.572 0.24
P 0.876 -1.803 -0.692 -0.15
H 5.480 1.509 -0.359 0.40
H 4.970 -0.395 1.500 0.46
H 3.853 1.833 -1.902 0.49
H 3.027 -1.872 1.307 0.21
H 1.681 0.517 -1.977 0.29
H -4.934 -0.696 0.009 0.29
H -3.640 -2.088 0.225 0.16
H -2.748 -1.626 -2.041 0.18
H -4.086 -0.512 -2.346 0.20
H -1.647 2.741 -0.681 0.27
H -0.156 1.545 -0.545 -0.02
H -1.040 1.196 1.960 0.18
H -2.330 2.403 1.682 0.21
H 1.165 -2.251 2.025 0.15
H -0.513 -2.546 1.199 0.37
```

Calculated values
largest force on an atom: 3.96 eV/Å
HOMO: -8.23 eV
gap between HOMO and LUMO: 7.87 eV
ΔE to the lowest compared entry with this formula, charge and spin: 665.05 kJ/mol

***

The records above yield E_tot values of -11908.954, -72328.573, -10727.678, -24040.561 eV, respectively.